(1)
Molecular formula: C5H11NO
Method: DFT, ωB97M-V/def2-TZVPD

```
18
Properties=species:S:1:pos:R:3:forces:R:3
C 2.510 1.049 -0.936 0.464 0.186 0.564
C 1.783 -0.016 -0.609 -0.594 0.794 -0.807
C 0.835 -0.007 0.557 0.842 -0.274 0.042
C -0.625 0.169 0.133 -0.419 -0.615 1.417
N -1.306 0.802 1.286 -0.142 0.254 -0.289
C -1.275 -1.181 -0.155 0.152 -0.028 -0.266
O -2.560 -1.054 -0.745 -0.115 -0.087 0.070
H 2.890 1.326 -1.912 0.327 -0.742 -0.039
H 2.814 1.735 -0.148 -0.595 0.334 -0.095
H 1.651 -0.814 -1.335 -0.205 0.054 -0.106
H 1.044 0.820 1.238 0.286 0.026 -0.101
H 0.966 -0.936 1.116 -0.355 -0.090 0.211
H -0.732 0.844 -0.716 0.204 -0.014 -0.198
H -2.306 0.640 1.223 -0.006 0.078 -0.021
H -1.007 0.355 2.146 0.043 -0.043 -0.044
H -0.625 -1.831 -0.752 -0.071 0.131 -0.268
H -1.431 -1.696 0.795 0.111 0.001 0.094
H -2.625 -0.204 -1.185 0.073 0.034 -0.165
```
Positions in Å, forces in eV/Å.

The gap between HOMO and LUMO is 10.4328 eV. As for the HOMO energy: -9.43 eV. Its structure (SMILES) is C=CC[C@H](N)CO.

Results of the natural (NBO) charge analysis, in e, for atoms 1 through 8: number 1, C, carries -0.386; number 2, C, carries -0.173; number 3, C, carries -0.450; number 4, C, carries -0.071; number 5, N, carries -0.831; number 6, C, carries -0.070; number 7, O, carries -0.721; number 8, H, carries 0.201

(2)
Molecular formula: C13H16Cl3NO4S
Method: DFT, ωB97M-V/def2-TZVPD

```
38
Properties=species:S:1:pos:R:3:forces:R:3
C 1.763 1.380 -3.623 0.059 -0.162 -0.116
O 1.318 2.437 -2.800 -0.096 0.253 0.139
C 1.112 2.173 -1.484 0.002 -0.060 0.243
C 0.445 3.152 -0.746 0.062 -0.084 -0.176
C 0.160 2.938 0.583 0.072 -0.096 -0.081
C 0.507 1.750 1.221 0.199 0.004 0.020
C 1.196 0.789 0.494 0.290 0.577 0.093
C 1.518 1.013 -0.841 0.182 0.319 -0.208
C 1.567 -0.551 1.076 0.080 0.282 0.345
N 0.708 -1.596 0.486 -0.482 -0.038 -0.201
S -0.499 -1.236 -0.570 -0.192 -1.142 0.070
O -0.029 -1.141 -1.910 0.078 -0.266 -0.032
O -1.377 -0.251 -0.046 0.027 0.274 0.358
O -1.240 -2.690 -0.432 0.924 0.446 -0.390
C -2.601 -2.712 -0.112 -0.488 0.292 0.373
C -3.443 -2.750 -1.387 0.039 0.103 -0.173
Cl -3.051 -4.199 -2.317 0.049 -0.139 -0.101
Cl -3.101 -1.311 -2.369 -0.406 -0.204 -0.099
Cl -5.153 -2.791 -0.945 -0.067 0.040 0.159
C 1.414 -0.591 2.598 -0.120 -0.021 -0.183
C 0.090 0.046 2.995 0.213 0.141 0.119
C 0.134 1.532 2.660 -0.095 -0.168 0.046
H 1.155 0.482 -3.477 0.049 0.060 -0.029
H 1.654 1.739 -4.646 0.041 -0.074 0.053
H 2.816 1.146 -3.435 -0.040 -0.011 -0.001
H 0.145 4.060 -1.244 -0.042 0.116 -0.067
H -0.369 3.697 1.141 -0.078 0.088 0.058
H 2.064 0.252 -1.376 0.027 -0.055 -0.101
H 2.606 -0.778 0.806 -0.201 -0.017 -0.042
H 1.208 -2.396 0.138 0.122 -0.285 -0.040
H -2.857 -1.810 0.459 -0.176 -0.268 -0.103
H -2.792 -3.611 0.482 0.006 0.142 -0.171
H 1.464 -1.629 2.930 0.095 -0.006 0.008
H 2.242 -0.041 3.050 0.070 -0.003 0.052
H -0.099 -0.097 4.060 -0.057 -0.049 -0.036
H -0.712 -0.426 2.426 -0.099 -0.048 0.113
H -0.835 1.994 2.855 0.016 0.056 0.040
H 0.872 2.029 3.301 -0.066 0.004 0.063
```
Positions in Å, forces in eV/Å.

The gap between HOMO and LUMO is 8.6193 eV. As for the HOMO energy: -8.21 eV. Its structure (SMILES) is COc1ccc2c(c1)[C@H](NS(=O)(=O)OCC(Cl)(Cl)Cl)CCC2.

Results of the natural (NBO) charge analysis, in e, for atoms 1 through 8: number 1, C, carries -0.259; number 2, O, carries -0.493; number 3, C, carries 0.302; number 4, C, carries -0.239; number 5, C, carries -0.174; number 6, C, carries -0.052; number 7, C, carries 0.038; number 8, C, carries -0.312

(3)
Molecular formula: C19H22N4OS
Method: DFT, ωB97M-V/def2-TZVPD

```
47
Properties=species:S:1:pos:R:3:forces:R:3
C -5.601 -2.663 -0.180 0.003 0.053 0.009
C -4.761 -1.422 -0.129 0.127 -0.088 -0.038
C -3.407 -1.505 -0.386 -0.021 0.197 0.034
C -2.644 -0.345 -0.334 -0.734 0.783 0.263
N -1.311 -0.142 -0.541 0.133 0.405 0.142
C -1.098 1.137 -0.371 -0.567 -0.349 0.053
C 0.207 1.718 -0.518 0.638 0.324 -0.044
C 0.485 3.060 -0.281 0.143 -0.295 -0.090
C 1.777 3.536 -0.443 -0.049 0.003 0.014
C 2.755 2.636 -0.827 -0.087 0.341 0.052
N 2.515 1.356 -1.057 -0.037 0.024 -0.101
C 1.280 0.885 -0.925 -0.190 0.167 0.034
S 0.983 -0.792 -1.276 0.829 -1.057 -0.547
C 2.618 -1.321 -1.944 -0.372 0.238 0.255
C 3.541 -1.823 -0.845 -0.094 0.360 -0.378
O 3.762 -3.002 -0.661 -0.025 -0.500 0.039
N 4.080 -0.825 -0.124 0.263 0.293 0.263
C 4.902 -1.030 1.049 0.080 -0.066 0.146
C 6.221 -0.277 0.892 -0.168 -0.291 0.008
C 4.147 -0.574 2.297 0.112 -0.241 -0.187
N -2.248 1.817 -0.051 0.235 0.231 -0.011
C -3.257 0.890 -0.022 -0.070 -0.805 -0.113
C -4.614 0.978 0.237 -0.060 0.036 0.017
C -5.365 -0.183 0.182 0.116 0.188 0.009
C -6.837 -0.120 0.456 0.041 -0.020 -0.010
H -6.080 -2.846 0.781 -0.085 -0.089 0.040
H -6.387 -2.567 -0.929 -0.099 -0.076 -0.034
H -4.990 -3.525 -0.431 -0.008 -0.084 -0.012
H -2.937 -2.446 -0.623 0.035 -0.166 -0.030
H -0.300 3.733 0.031 -0.061 0.060 0.025
H 2.016 4.573 -0.268 0.040 0.082 0.018
H 3.785 2.941 -0.958 0.052 0.130 0.020
H 3.049 -0.479 -2.481 0.100 -0.079 -0.101
H 2.386 -2.140 -2.621 0.029 0.025 0.050
H 3.785 0.122 -0.345 0.013 -0.226 -0.089
H 5.091 -2.107 1.104 -0.016 0.179 0.002
H 6.862 -0.457 1.750 0.109 0.044 0.109
H 6.739 -0.607 -0.005 0.071 0.000 -0.078
H 6.036 0.793 0.814 0.012 0.162 -0.002
H 4.742 -0.758 3.188 0.053 0.028 0.154
H 3.209 -1.115 2.385 -0.096 -0.026 0.033
H 3.930 0.492 2.237 -0.030 0.141 0.023
H -2.343 2.803 0.119 0.031 -0.087 -0.027
H -5.076 1.925 0.474 -0.107 0.072 0.032
H -7.098 -0.751 1.305 -0.109 -0.035 0.052
H -7.404 -0.473 -0.404 -0.123 -0.023 -0.020
H -7.145 0.899 0.677 -0.059 0.038 0.017
```
Positions in Å, forces in eV/Å.

The gap between HOMO and LUMO is 7.9716 eV. As for the HOMO energy: -7.97 eV. Its structure (SMILES) is Cc1cc2nc(-c3cccnc3SCC(=O)NC(C)C)[nH]c2cc1C.

Results of the natural (NBO) charge analysis, in e, for atoms 1 through 8: number 1, C, carries -0.626; number 2, C, carries -0.027; number 3, C, carries -0.183; number 4, C, carries 0.072; number 5, N, carries -0.441; number 6, C, carries 0.340; number 7, C, carries -0.085; number 8, C, carries -0.151

(4)
Molecular formula: C6H16N3
Method: DFT, ωB97M-V/def2-TZVPD

```
25
Properties=species:S:1:pos:R:3:forces:R:3
C 1.853 -1.781 -0.210 -0.936 -0.674 -4.127
N 2.053 -0.370 -0.271 -0.868 1.422 -0.574
N 0.833 0.438 0.039 0.754 0.635 -1.553
C 1.330 1.798 -0.282 -0.736 0.844 0.308
C 0.631 0.468 1.500 -0.124 -4.150 1.531
N -0.346 0.092 -0.775 -0.066 -1.073 -0.864
C -1.700 0.389 -0.302 0.485 0.080 0.631
C -2.896 -0.366 -0.785 3.157 -3.163 -0.612
C -2.397 -0.541 0.660 -1.336 0.585 -1.200
H 1.410 -2.017 0.680 -1.236 -0.815 2.209
H 1.333 -2.296 -1.117 0.144 1.242 1.580
H 2.779 -2.254 -0.273 1.911 -0.491 0.374
H 2.381 0.047 -1.169 -0.317 -1.191 0.798
H 2.046 1.751 -1.068 -0.025 0.329 -0.973
H 0.452 2.400 -0.431 -0.174 0.344 -0.650
H 1.827 2.247 0.549 0.534 -0.110 0.724
H -0.046 -0.415 1.845 1.226 1.632 -0.744
H 1.660 0.293 1.905 -1.018 0.324 -0.230
H 0.234 1.373 1.860 -0.637 1.112 0.026
H -0.181 0.199 -1.820 0.064 0.185 2.074
H -1.968 1.398 -0.227 0.131 1.643 0.454
H -2.466 -1.278 -1.323 -1.566 1.321 0.085
H -3.780 0.126 -1.121 -0.288 0.174 0.013
H -3.121 -0.199 1.407 0.936 -0.012 0.086
H -1.921 -1.501 0.728 -0.013 -0.193 0.637
```
Positions in Å, forces in eV/Å.

The gap between HOMO and LUMO is 11.1023 eV. As for the HOMO energy: -13.75 eV. The charge is +1. Its structure (SMILES) is CN[N+](C)(C)NC1CC1.

Results of the natural (NBO) charge analysis, in e, for atoms 1 through 8: number 1, C, carries -0.439; number 2, N, carries -0.415; number 3, N, carries 0.066; number 4, C, carries -0.406; number 5, C, carries -0.439; number 6, N, carries -0.485; number 7, C, carries -0.116; number 8, C, carries -0.388